{
  "formula": "C34H65F2N10O6S2",
  "method": "ωB97M-V/def2-TZVPD",
  "species": ["C", "C", "N", "C", "C", "N", "C", "C", "H", "H", "H", "H", "H", "H", "H", "H", "H", "H", "H", "C", "C", "N", "C", "C", "N", "C", "C", "H", "H", "H", "H", "H", "H", "H", "H", "H", "H", "H", "C", "C", "N", "C", "C", "N", "C", "C", "H", "H", "H", "H", "H", "H", "H", "H", "H", "H", "H", "C", "C", "N", "C", "C", "N", "C", "C", "H", "H", "H", "H", "H", "H", "H", "H", "H", "H", "H", "C", "C", "C", "N", "C", "C", "C", "C", "C", "H", "H", "H", "H", "H", "H", "H", "H", "H", "H", "H", "H", "H", "H", "H", "H", "H", "H", "N", "S", "O", "O", "F", "S", "O", "O", "F", "C", "C", "O", "O", "H", "H", "H"],
  "positions_angstrom": [[4.7286, -3.4229, 0.9376], [4.1192, -2.1915, 0.2931], [4.3705, -0.8841, 0.9313], [3.5032, -0.1802, 1.7193], [4.2430, 0.9213, 2.1653], [5.5552, 0.8774, 1.7436], [5.5978, -0.2877, 0.9608], [6.6440, 1.8105, 2.0714], [4.4605, -4.2886, 0.3320], [4.3007, -3.6356, 1.9173], [5.8135, -3.3627, 1.0234], [3.0474, -2.2385, 0.1009], [4.6714, -2.0974, -0.6419], [2.5210, -0.6015, 1.8750], [3.8691, 1.7282, 2.7780], [6.5199, -0.6475, 0.5286], [7.2928, 1.9123, 1.2015], [7.2206, 1.5146, 2.9478], [6.2366, 2.7824, 2.3498], [-3.3881, -2.8496, 1.0415], [-4.1445, -3.5825, 2.1822], [-3.7576, -4.9460, 2.3228], [-4.6049, -6.0162, 2.0882], [-3.8675, -7.1613, 2.1746], [-2.5805, -6.8622, 2.6636], [-2.5993, -5.4722, 2.7822], [-1.4873, -7.6803, 2.8418], [-3.7767, -1.8340, 0.9668], [-3.4781, -3.3465, 0.0755], [-2.3327, -2.7405, 1.2911], [-5.1972, -3.5013, 1.9113], [-3.8950, -3.0427, 3.0956], [-5.6373, -5.8246, 1.8356], [-4.1722, -8.1817, 1.9945], [-1.7826, -4.8682, 3.1490], [-0.9128, -7.4216, 3.7313], [-0.8063, -7.5255, 2.0048], [-1.7754, -8.7308, 2.8809], [-2.6403, 2.5617, 2.7629], [-4.1146, 2.4232, 2.3339], [-4.6397, 3.4650, 1.4452], [-4.1865, 3.8216, 0.1845], [-4.7991, 5.0242, -0.1701], [-5.6197, 5.4526, 0.8671], [-5.4343, 4.5104, 1.8853], [-6.3483, 6.7195, 0.8554], [-2.4233, 3.2916, 3.5428], [-1.9804, 2.7675, 1.9201], [-2.1991, 1.6567, 3.1804], [-4.8299, 2.2006, 3.1257], [-4.0951, 1.4890, 1.7727], [-3.4385, 3.2666, -0.3622], [-4.7143, 5.5906, -1.0857], [-5.8599, 4.6484, 2.8683], [-7.1484, 6.5650, 0.1315], [-5.7250, 7.5029, 0.4243], [-6.7991, 6.9978, 1.8080], [-3.1431, -1.5575, -4.2106], [-3.6647, -1.8613, -2.8569], [-4.8639, -1.2134, -2.5071], [-6.1740, -1.8054, -2.5410], [-7.0525, -0.7418, -2.2230], [-6.3752, 0.4561, -2.1181], [-5.0539, 0.1698, -2.1930], [-6.9708, 1.7654, -1.7956], [-3.8615, -1.7311, -5.0117], [-2.2565, -2.1872, -4.2857], [-2.8458, -0.5088, -4.2050], [-2.8412, -1.6742, -2.1678], [-3.7745, -2.9454, -2.8287], [-6.2614, -2.8675, -2.7161], [-8.1305, -0.6779, -2.2324], [-4.2852, 0.9278, -2.2267], [-6.9103, 2.2451, -2.7725], [-6.3068, 2.3356, -1.1460], [-8.0401, 1.7452, -1.5849], [2.8140, 0.6657, -2.0852], [3.8423, 1.5583, -2.6796], [4.9278, 2.1619, -1.7551], [5.8824, 3.2525, -2.3300], [6.6590, 2.5790, -3.5184], [6.7492, 3.9466, -1.3243], [6.9872, 5.3825, -1.8460], [5.9819, 5.6068, -2.9378], [4.9846, 4.4266, -2.8541], [2.0459, 0.4573, -2.8301], [2.3446, 1.1551, -1.2318], [3.2631, -0.2604, -1.7265], [3.2615, 2.3780, -3.1024], [4.2742, 0.9324, -3.4605], [5.5235, 1.4384, -1.1987], [4.4048, 2.6314, -0.9219], [7.3294, 3.3510, -3.8961], [5.9545, 2.2430, -4.2792], [7.3072, 1.7356, -3.2807], [7.6849, 3.3880, -1.3436], [6.2094, 3.9919, -0.3784], [7.9851, 5.4732, -2.2751], [6.7896, 6.0708, -1.0242], [6.4501, 5.6180, -3.9220], [5.5036, 6.5854, -2.8960], [4.5037, 4.1807, -3.8009], [4.3555, 4.5615, -1.9742], [0.6530, -4.9916, 3.3946], [1.6454, -5.9135, 2.7403], [3.0682, -5.6773, 2.9661], [1.2811, -6.6251, 1.5072], [1.3503, -7.1445, 3.8077], [1.2111, -3.6047, 2.5089], [1.4512, -3.8104, 1.1159], [1.9973, -2.5582, 3.1876], [-0.2166, -2.9106, 2.4716], [-0.2734, 0.1506, 0.3238], [-1.3666, 0.4446, -0.7749], [-2.5328, 0.6708, -0.3189], [-1.0988, 0.2360, -1.9616], [0.7135, 0.1003, -0.1361], [-0.5193, -0.7693, 0.8542], [-0.0950, 0.9422, 1.0516]],
  "e_tot_ha": -3328.64493,
  "charge": 3
}